# 1
27
Properties=species:S:1:pos:R:3 method="wB97M-V/def2-TZVPD" lumo_energy_ev=0.8 orbital_gap_ha=0.3342 smiles=Cc1ccccc1.CCSC total_charge=0 largest_force_ev_per_a=4.4
C -1.657 -2.429 2.269
C -2.757 -1.702 1.443
C -1.911 0.324 3.219
S -0.748 -1.180 3.268
H -2.146 -3.165 3.079
H -0.730 -2.840 1.715
H -3.628 -1.633 1.961
H -3.137 -2.127 0.583
H -2.845 -0.252 3.312
H -1.769 1.018 3.973
H -1.861 0.913 2.294
H -2.355 -0.756 0.945
C 1.072 2.754 -0.847
C 2.304 -0.912 -2.857
C 1.767 0.182 -3.634
C 2.477 -0.630 -1.489
C 1.298 1.295 -2.870
C 1.973 0.486 -0.710
C 1.378 1.421 -1.504
H 2.494 -1.848 -3.421
H 1.665 0.057 -4.747
H 3.187 -1.315 -1.025
H 0.957 2.256 -3.323
H 2.128 0.500 0.359
H 0.038 2.986 -0.709
H 1.281 3.781 -1.441
H 1.524 2.815 0.156

# 2
40
Properties=species:S:1:pos:R:3 method="wB97M-V/def2-TZVPD" lumo_energy_ev=-0.3 orbital_gap_ha=0.2973 smiles="CCCC[C@@H](CC)COC(=O)c1ccccc1O" total_charge=0 largest_force_ev_per_a=19.7
C -4.394 -3.050 0.053
C -3.255 -2.224 -0.171
C -2.770 -1.750 1.135
C -1.404 -0.810 1.034
H -0.675 -1.286 0.470
H -0.972 -0.496 2.107
C -1.372 0.627 0.397
C -0.793 0.331 -1.259
H -1.161 -0.525 -1.777
H -0.988 1.281 -1.723
O 0.725 -0.078 -1.015
C 1.551 1.034 -1.394
O 0.986 2.356 -1.754
C 2.872 0.649 -1.001
C 3.194 -0.499 -0.673
C 4.625 -0.793 -0.223
C 5.461 0.241 -0.527
C 5.235 1.407 -1.001
C 3.781 1.560 -1.351
O 3.661 2.879 -1.657
H 2.638 3.027 -1.957
H 6.126 2.029 -1.172
H 6.618 -0.259 -0.393
H 4.921 -1.851 0.192
H 2.434 -1.392 -0.598
C -0.934 1.633 1.002
C -1.801 2.297 2.178
H -2.709 2.274 1.762
H -1.188 3.019 2.773
H -1.906 1.344 2.957
H -0.736 2.410 0.246
H 0.127 1.454 1.236
H -2.526 0.650 0.075
H -3.446 -0.845 1.533
H -2.485 -2.371 1.838
H -3.286 -1.579 -0.874
H -2.375 -2.810 -0.790
H -5.108 -2.461 0.628
H -4.149 -3.904 0.640
H -4.521 -3.518 -0.945

# 3
32
Properties=species:S:1:pos:R:3 method="wB97M-V/def2-TZVPD" lumo_energy_ev=0.3 orbital_gap_ha=0.1500 total_charge=-1 largest_force_ev_per_a=2.8
Rb -11.479 -1.027 13.183
I -14.714 -0.861 15.375
C -13.345 -1.673 16.765
I -11.592 -3.054 16.132
H -13.930 -2.203 17.502
H -12.936 -0.806 17.226
F -14.984 2.276 12.425
C -14.143 3.351 12.080
F -14.421 4.419 13.002
F -14.445 3.729 10.822
C -12.591 3.198 12.286
C -11.841 4.136 13.009
C -10.485 3.953 13.286
C -9.978 2.693 12.998
N -10.646 1.721 12.298
C -11.910 2.042 11.819
S -12.514 0.897 10.640
H -12.320 5.017 13.276
H -9.824 4.759 13.584
H -8.939 2.418 13.247
F -2.595 -0.911 14.150
C -3.837 -0.753 13.710
C -4.884 -1.339 14.421
F -4.607 -2.131 15.444
C -6.162 -1.267 13.951
F -7.051 -2.059 14.547
C -6.492 -0.543 12.768
S -8.008 -0.632 12.074
C -5.450 0.141 12.201
F -5.649 0.866 11.030
C -4.123 0.031 12.576
F -3.157 0.569 11.855